121
Properties=species:S:1:pos:R:3 method="wB97M-V/def2-TZVPD" e_homo_ev=-5.80 orbital_gap_ev=7.814 total_charge=-1
C 0.309 0.413 0.967
C 0.836 0.134 -0.436
C 1.154 -1.347 -0.584
O 0.006 0.602 -1.441
H 0.921 -0.182 1.662
H -0.671 -0.058 1.087
H 0.300 1.454 1.285
H 1.830 0.644 -0.428
H 0.250 -1.961 -0.525
H 1.788 -1.718 0.227
H 1.651 -1.542 -1.534
C 0.725 -4.371 -2.686
C 1.395 -4.741 -3.995
C 2.255 -5.982 -3.780
S 2.744 -5.884 -2.007
O 4.157 -5.605 -1.861
O 2.171 -7.020 -1.328
C 1.833 -4.350 -1.656
H -0.102 -5.032 -2.412
H 0.212 -3.421 -2.828
H 1.926 -3.880 -4.398
H 0.637 -4.990 -4.743
H 3.165 -6.051 -4.373
H 1.708 -6.920 -3.858
H 2.455 -3.483 -1.874
H 1.626 -4.384 -0.587
C 2.142 2.547 5.305
C 2.268 2.379 3.772
C 3.113 1.149 3.466
S 2.737 -0.045 4.736
O 3.890 -0.828 5.101
O 1.488 -0.731 4.438
C 2.313 1.195 6.007
H 1.164 2.945 5.570
H 2.873 3.274 5.665
H 2.638 3.276 3.288
H 1.237 2.185 3.461
H 4.167 1.412 3.549
H 2.883 0.662 2.519
H 3.232 1.199 6.603
H 1.528 0.897 6.695
N 0.844 3.438 -1.766
C 0.877 4.425 -2.710
C 1.028 5.625 -2.048
C 1.131 5.330 -0.670
C 1.086 3.956 -0.530
H 0.675 2.467 -2.020
H 0.668 4.115 -3.721
H 1.055 6.601 -2.504
H 1.369 5.996 0.145
H 1.034 3.334 0.347
N 1.625 -0.153 -3.930
C 2.513 0.212 -4.910
C 2.342 -0.631 -5.979
C 1.274 -1.526 -5.658
C 0.938 -1.241 -4.359
H 1.402 0.361 -3.084
H 3.258 0.974 -4.748
H 2.864 -0.586 -6.921
H 0.882 -2.314 -6.279
H 0.207 -1.665 -3.690
N -1.906 -1.424 -2.043
C -2.271 -2.563 -1.386
C -3.269 -3.172 -2.109
C -3.562 -2.345 -3.209
C -2.739 -1.238 -3.109
H -1.180 -0.744 -1.771
H -1.728 -2.893 -0.514
H -3.833 -4.033 -1.784
H -4.239 -2.509 -4.032
H -2.636 -0.363 -3.731
N -1.436 2.954 3.004
C -0.792 4.163 2.836
C -0.666 4.766 4.057
C -1.389 3.982 4.981
C -1.818 2.861 4.321
H -1.614 2.238 2.317
H -0.390 4.422 1.870
H -0.161 5.705 4.218
H -1.594 4.186 6.021
H -2.335 1.991 4.692
N -1.299 2.099 -3.830
C -0.741 1.922 -5.065
C -1.032 3.003 -5.852
C -1.818 3.881 -5.052
C -1.973 3.298 -3.822
H -1.038 1.558 -3.014
H -0.123 1.061 -5.266
H -0.722 3.064 -6.882
H -2.195 4.865 -5.281
H -2.370 3.713 -2.911
N -2.048 2.432 -0.378
C -3.030 1.657 0.184
C -4.007 2.509 0.671
C -3.542 3.826 0.452
C -2.331 3.751 -0.185
H -1.238 2.070 -0.885
H -3.025 0.588 0.044
H -4.931 2.175 1.111
H -4.010 4.690 0.900
H -1.623 4.498 -0.505
N 0.526 -5.422 2.831
C 1.646 -4.639 2.926
C 1.304 -3.373 2.540
C -0.070 -3.397 2.174
C -0.531 -4.672 2.380
H 0.559 -6.419 2.931
H 2.558 -5.045 3.329
H 1.893 -2.473 2.520
H -0.682 -2.594 1.797
H -1.478 -5.170 2.257
N -1.304 -0.563 3.924
C -2.417 -0.585 3.135
C -3.436 -1.177 3.840
C -2.890 -1.551 5.099
C -1.594 -1.103 5.144
H -0.390 -0.231 3.656
H -2.307 -0.183 2.144
H -4.456 -1.351 3.542
H -3.460 -2.124 5.814
H -0.845 -1.130 5.915


118
Properties=species:S:1:pos:R:3 method="wB97M-V/def2-TZVPD" e_homo_ev="-9.09 / -10.01" orbital_gap_ev="6.764 / 5.295" total_charge=+1 spin_multiplicity=6
Ru 0.320 -0.858 0.013
C -6.538 0.621 -2.792
C -5.476 0.853 -3.879
C -5.794 2.159 -4.606
C -5.517 -0.301 -4.896
C -4.101 0.871 -3.230
C -3.688 -0.267 -2.487
C -2.459 -0.262 -1.927
Br -1.883 -1.792 -0.981
C -1.506 0.829 -2.059
O -0.355 0.722 -1.593
C -1.958 2.000 -2.777
C -3.223 1.955 -3.334
C -1.118 3.267 -2.933
C -1.911 4.448 -2.346
C -0.872 3.507 -4.433
C 0.243 3.220 -2.227
H -7.530 0.635 -3.247
H -6.502 1.403 -2.032
H -6.416 -0.342 -2.296
H -6.790 2.086 -5.044
H -5.092 2.357 -5.418
H -5.794 3.014 -3.928
H -6.495 -0.325 -5.379
H -5.356 -1.270 -4.421
H -4.758 -0.171 -5.669
H -4.338 -1.124 -2.374
H -3.556 2.820 -3.886
H -2.836 4.645 -2.888
H -1.298 5.349 -2.398
H -2.161 4.269 -1.299
H -1.798 3.590 -5.002
H -0.279 2.699 -4.864
H -0.316 4.438 -4.560
H 0.149 3.085 -1.146
H 0.742 4.173 -2.410
H 0.883 2.423 -2.605
C 1.749 1.864 5.709
Si 2.302 2.644 4.113
C 1.042 3.877 3.549
C 3.936 3.498 4.383
C 2.595 1.164 2.960
C 3.648 0.329 3.318
C 3.885 -0.888 2.682
C 3.005 -1.274 1.702
N 1.975 -0.501 1.340
C 1.773 0.707 1.917
S 0.371 1.502 1.252
H 1.538 2.633 6.456
H 2.520 1.205 6.117
H 0.842 1.271 5.564
H 1.031 4.698 4.271
H 0.044 3.440 3.505
H 1.275 4.288 2.565
H 3.934 3.974 5.367
H 4.104 4.273 3.635
H 4.785 2.814 4.348
H 4.297 0.618 4.138
H 4.700 -1.535 2.975
H 3.084 -2.225 1.198
Te 1.578 -1.853 -2.240
C 2.226 -3.820 -1.838
C 1.712 -4.847 -2.627
C 2.120 -6.158 -2.415
C 3.056 -6.449 -1.432
C 3.582 -5.426 -0.656
C 3.168 -4.115 -0.857
H 0.988 -4.631 -3.403
H 1.712 -6.950 -3.028
H 3.382 -7.469 -1.278
H 4.315 -5.646 0.110
H 3.598 -3.326 -0.257
C -4.961 -3.544 1.065
C -3.858 -2.894 1.890
C -3.885 -1.376 1.800
C -2.744 -0.670 2.529
Ge -0.832 -1.032 2.238
C -0.227 -2.913 2.523
C -0.076 -3.805 1.286
C 0.401 -5.227 1.577
C -0.669 -6.086 2.244
H -4.949 -4.630 1.159
H -4.847 -3.302 0.004
H -5.946 -3.195 1.379
H -2.885 -3.261 1.552
H -3.948 -3.196 2.938
H -4.831 -1.020 2.221
H -3.901 -1.078 0.749
H -2.807 -0.878 3.603
H -2.844 0.413 2.420
H -0.229 -0.347 3.484
H -0.903 -3.362 3.258
H 0.746 -2.797 3.006
H 0.644 -3.349 0.589
H -1.025 -3.873 0.740
H 1.289 -5.177 2.215
H 0.713 -5.697 0.640
H -1.008 -5.653 3.186
H -0.296 -7.087 2.461
H -1.541 -6.191 1.592
N 5.022 -0.683 -0.906
C 4.411 0.524 -0.920
S 3.113 0.818 -1.945
N 4.922 1.431 -0.072
C 4.557 2.784 0.175
C 3.334 3.340 -0.172
C 3.112 4.687 0.086
C 4.080 5.477 0.687
C 5.286 4.900 1.064
C 5.521 3.560 0.813
H 4.766 -1.342 -1.622
H 5.882 -0.843 -0.407
H 5.779 1.166 0.392
H 2.559 2.743 -0.631
H 2.160 5.119 -0.197
H 3.896 6.527 0.871
H 6.050 5.494 1.547
H 6.470 3.119 1.096


Computed E_tot, in the same sequence as the records: -3286.9473; -8015.8958 Ha.
Computed ΔE to the lowest compared entry with this formula, charge and spin, in the same sequence as the records: 0.000; 2.281 eV.